A structure of composition C21H20N3NiO2PS3. Source: OMol25; level of theory: wB97M-V/def2-TZVPD.

**E_LUMO (spin up / spin down)**: -0.0178 / -0.0178 Ha
**HOMO-LUMO gap (spin up / spin down)**: 6.956 / 6.956 eV
**Total charge**: 0
**E_HOMO (spin up / spin down)**: -7.441 / -7.441 eV
**M**: 532.3 g mol⁻¹

Last column: natural (NBO) charge in e.
Geometry (Å):
Ni (0.77611, 0.01476, -1.41876)  0.632
S (-1.63704, -1.46087, -4.75350)  -0.105
C (-0.77751, -0.80351, -3.52482)  -0.533
S (-0.53711, -1.61439, -1.97071)  -0.161
S (0.02590, 0.72418, -3.53629)  -0.258
O (2.91608, 1.61624, -2.07503)  -0.553
N (1.98265, 1.45906, -1.09646)  -0.148
C (2.04791, 2.33522, -0.17849)  0.057
C (1.29332, 2.42015, 1.06112)  -0.007
C (1.60295, 3.50689, 1.88300)  -0.187
C (1.00673, 3.68316, 3.11219)  -0.196
C (0.07382, 2.76158, 3.56233)  -0.192
C (-0.24645, 1.67907, 2.76293)  -0.173
C (0.34799, 1.49387, 1.51918)  -0.362
P (-0.17052, 0.08287, 0.48272)  0.976
C (-1.95902, 0.37271, 0.33988)  -0.357
C (-2.89013, -0.06902, 1.28203)  -0.232
C (-4.23081, 0.23734, 1.11892)  -0.157
C (-4.64889, 0.98251, 0.02277)  -0.213
C (-3.72838, 1.41766, -0.91377)  -0.189
C (-2.38146, 1.11300, -0.76033)  -0.195
C (0.01543, -1.36515, 1.57994)  -0.281
C (0.96025, -1.39783, 2.60260)  -0.216
C (1.16622, -2.56261, 3.32354)  -0.211
C (0.44156, -3.70935, 3.03174)  -0.200
C (-0.49607, -3.68880, 2.00805)  -0.194
C (-0.70269, -2.52302, 1.28821)  -0.231
H (2.96855, 0.70948, -2.47400)  0.507
H (2.80582, 3.10660, -0.31301)  0.202
H (2.33722, 4.22360, 1.53659)  0.215
H (1.26858, 4.53637, 3.72214)  0.223
H (-0.40493, 2.88574, 4.52308)  0.223
H (-0.98107, 0.96117, 3.10714)  0.225
H (-2.57587, -0.65898, 2.13234)  0.218
H (-4.95020, -0.11074, 1.84707)  0.208
H (-5.69703, 1.21246, -0.10643)  0.216
H (-4.05239, 1.98052, -1.77789)  0.221
H (-1.65686, 1.41088, -1.51666)  0.245
H (1.53818, -0.51204, 2.83762)  0.218
H (1.90005, -2.57245, 4.11793)  0.217
H (0.60720, -4.61679, 3.59437)  0.217
H (-1.06163, -4.57824, 1.76818)  0.220
H (-1.43003, -2.50013, 0.48847)  0.239
N (2.98384, -0.77453, -4.97633)  -0.816
C (2.56947, -1.37579, -3.82588)  0.824
N (2.00903, -2.60105, -3.96916)  -0.813
O (2.78900, -0.86340, -2.71687)  -0.738
H (2.56793, -1.05770, -5.84764)  0.394
H (3.15745, 0.21391, -4.89396)  0.404
H (1.57743, -2.82822, -4.85041)  0.397
H (1.47944, -2.89641, -3.15969)  0.423

***

A cluster of 2 separate species, C3H10NO in total in a non-equilibrium geometry. Source: OMol25; level of theory: wB97M-V/def2-TZVPD.

**E_LUMO**: -0.1950 Ha
**HOMO-LUMO gap**: 9.134 eV
**Total charge**: +1
**E_HOMO**: -14.441 eV
**M**: 76.1 g mol⁻¹

Last column: natural (NBO) charge in e.
Geometry (Å):
C (-1.84503, 1.58851, -0.06667)  -0.263
O (-2.01090, 0.20400, -0.13666)  -0.745
H (-2.30852, 2.17153, -0.85250)  0.195
H (-2.33686, 1.88035, 0.99739)  0.176
H (-0.74960, 1.89895, -0.12082)  0.166
H (-2.83786, 0.11263, 0.27567)  0.489
C (1.42940, -0.88925, -1.14181)  -0.481
C (1.56709, -0.87501, 1.38386)  0.118
N (0.89600, -0.77811, 0.25709)  -0.408
H (1.32924, -1.91049, -1.60315)  0.267
H (2.58707, -0.66558, -1.31111)  0.269
H (0.70408, -0.32490, -1.79619)  0.264
H (2.64145, -1.17869, 1.33934)  0.235
H (0.98805, -0.83924, 2.34400)  0.247
H (-0.05359, -0.39471, 0.43156)  0.471

***

A cluster of 6 separate species, C35H34F5NO3 in total in a non-equilibrium geometry. Source: OMol25; level of theory: wB97M-V/def2-TZVPD.

**E_LUMO**: 0.0229 Ha
**HOMO-LUMO gap**: 9.584 eV
**Total charge**: 0
**E_HOMO**: -8.961 eV
**M**: 611.7 g mol⁻¹
**Structure (SMILES)**: [H]/N=C(/C)COC(=O)OC.Fc1ccccc1.Fc1ccccc1.Fc1ccccc1.Fc1ccccc1.Fc1ccccc1

Last column: Mulliken charge in e.
Geometry (Å):
H (-1.69622, 5.00773, 1.53024)  0.267
N (-1.99952, 3.98859, 1.52104)  -0.738
C (-1.29017, 3.30398, 0.52962)  0.647
C (-1.58861, 1.70206, 0.35300)  -0.540
C (-0.21428, 4.19859, -0.33768)  -0.667
O (0.56263, 3.45079, -1.32656)  -0.181
C (1.93479, 3.16334, -0.90993)  0.501
O (2.72534, 2.55853, -1.83944)  -0.555
O (2.55120, 3.38532, 0.40287)  -0.219
C (2.24382, 2.22774, 1.29722)  -0.171
H (-0.89632, 1.14624, -0.41140)  0.127
H (-1.41330, 1.21061, 1.42663)  0.045
H (-2.75068, 1.55492, 0.13317)  0.382
H (0.40003, 4.83674, 0.42371)  0.378
H (-0.87141, 4.98013, -0.95413)  0.350
H (2.45299, 2.49661, 2.43885)  0.159
H (2.84036, 1.26795, 0.94517)  0.276
H (1.08425, 1.98680, 1.17415)  -0.049
F (-1.13414, 5.44530, -3.93804)  -0.304
C (-0.84475, 4.39960, -4.72377)  0.293
C (0.16525, 3.52057, -4.34845)  -0.139
C (0.46344, 2.42876, -5.16368)  -0.538
C (-0.24516, 2.23416, -6.35188)  -0.438
C (-1.25374, 3.12488, -6.72244)  -0.418
C (-1.55916, 4.21015, -5.90149)  -0.389
H (0.71056, 3.69243, -3.42620)  0.398
H (1.24600, 1.73136, -4.87528)  0.401
H (-0.00923, 1.38496, -6.98965)  0.371
H (-1.80110, 2.97369, -7.64972)  0.362
H (-2.34608, 4.90722, -6.16980)  0.410
F (-2.63414, -0.37470, -0.57804)  -0.219
C (-2.34475, -1.42040, -1.36377)  0.303
C (-1.33475, -2.29943, -0.98845)  -0.192
C (-1.03656, -3.39124, -1.80368)  -0.589
C (-1.74516, -3.58584, -2.99188)  -0.486
C (-2.75374, -2.69512, -3.36244)  -0.527
C (-3.05916, -1.60985, -2.54149)  -0.503
H (-0.78944, -2.12757, -0.06620)  0.494
H (-0.25400, -4.08864, -1.51528)  0.443
H (-1.50923, -4.43504, -3.62965)  0.450
H (-3.30110, -2.84631, -4.28972)  0.380
H (-3.84608, -0.91278, -2.80980)  0.423
F (4.07835, 2.51454, 3.74597)  -0.355
C (5.25696, 2.85158, 3.20568)  0.315
C (6.25018, 1.88727, 3.07432)  -0.423
C (7.47570, 2.23653, 2.50711)  -0.380
C (7.69830, 3.55026, 2.08718)  -0.435
C (6.69687, 4.51216, 2.22793)  -0.436
C (5.46772, 4.15994, 2.78485)  -0.175
H (6.06216, 0.87393, 3.41378)  0.399
H (8.25596, 1.48815, 2.39284)  0.359
H (8.65588, 3.82327, 1.64893)  0.360
H (6.87388, 5.53497, 1.90415)  0.355
H (4.67514, 4.89283, 2.89352)  0.407
F (-2.50434, -5.19446, 0.08723)  -0.307
C (-1.92957, -6.39102, -0.09306)  0.228
C (-2.20430, -7.11498, -1.24807)  -0.132
C (-1.60206, -8.35861, -1.43858)  -0.438
C (-0.73940, -8.86972, -0.46577)  -0.432
C (-0.47393, -8.13770, 0.69250)  -0.412
C (-1.06754, -6.88932, 0.87747)  -0.463
H (-2.88346, -6.70570, -1.98880)  0.467
H (-1.80423, -8.92900, -2.34176)  0.358
H (-0.27339, -9.84173, -0.61272)  0.358
H (0.19461, -8.53937, 1.45015)  0.358
H (-0.86531, -6.30298, 1.76766)  0.426
F (-0.50857, -0.42383, 3.47588)  -0.297
C (-1.66837, -0.61810, 4.11753)  0.365
C (-2.32147, 0.46593, 4.69373)  -0.250
C (-3.53168, 0.26492, 5.35749)  -0.401
C (-4.07029, -1.02102, 5.44711)  -0.447
C (-3.40465, -2.10344, 4.86986)  -0.377
C (-2.20026, -1.90035, 4.19663)  -0.549
H (-1.88378, 1.45619, 4.62120)  0.405
H (-4.05403, 1.10704, 5.80461)  0.357
H (-5.01199, -1.17802, 5.96877)  0.357
H (-3.82372, -3.10399, 4.94445)  0.355
H (-1.67409, -2.72900, 3.73444)  0.483